# 1
{"formula": "C3H4N2O", "method": "wB97M-V/def2-TZVPD", "elements": ["H", "H", "H", "N", "O", "N", "C", "H", "C", "C"], "coordinates": [[2.04066, -0.25460, 0.91208], [-0.99457, -0.76877, 0.93178], [0.48185, -1.79214, -0.46251], [0.67982, 1.28079, 0.31291], [-1.60288, -0.84125, 0.13069], [0.50539, -0.78317, -0.48608], [-0.72018, -0.14436, -0.70561], [-1.09552, 2.06445, -0.58568], [1.16911, 0.03751, 0.35140], [-0.46368, 1.20156, -0.39897]], "de_lowest_kcal_mol": 79.86, "smiles": "Oc1cnc[nH]1", "spin_multiplicity": 1, "fmax_ev_per_a": 1.90, "gap_ev": [8.5, 8.5]}

---

# 2
{"formula": "C5H10N2O6", "method": "wB97M-V/def2-TZVPD", "elements": ["H", "H", "H", "H", "O", "O", "O", "O", "C", "C", "H", "O", "N", "C", "N", "C", "H", "H", "H", "C", "H", "O", "H"], "coordinates": [[-2.49231, -1.99534, 1.89523], [-2.84122, -0.71746, 0.70028], [-0.15716, -2.05284, 1.08091], [-0.50472, -1.40388, -1.28378], [3.51234, 0.36238, 0.15609], [-1.14088, 0.23087, -1.11155], [1.24471, 0.77864, 0.50511], [2.89816, 1.78205, 1.73116], [-0.81361, -1.17705, 0.87638], [-2.24373, -1.60501, 0.88826], [-2.46568, -2.39129, 0.15518], [-2.05511, 3.32229, 1.08820], [2.72056, 0.97376, 0.79763], [1.39297, 0.47232, -1.92762], [-1.58370, 2.37315, 0.31092], [1.07145, -0.13536, -0.59352], [2.43721, 0.79502, -1.96631], [-0.58723, -0.43286, 1.61749], [0.73268, 1.32462, -2.07337], [-0.40163, -0.55338, -0.52877], [1.22444, -0.25224, -2.70496], [-1.71884, 1.27206, 0.77345], [1.77128, -0.97046, -0.38641]], "de_lowest_kcal_mol": 201.80, "spin_multiplicity": 1, "fmax_ev_per_a": 8.21, "gap_ev": [8.5, 7.0]}

---

# 3
{"formula": "C21H37F3N2O8P2S", "method": "wB97M-V/def2-TZVPD", "elements": ["C", "H", "H", "H", "H", "H", "H", "H", "H", "H", "C", "H", "S", "H", "H", "C", "C", "O", "O", "C", "C", "H", "C", "P", "F", "H", "H", "H", "H", "F", "N", "H", "H", "H", "H", "O", "C", "C", "H", "C", "C", "C", "H", "H", "H", "H", "N", "H", "C", "C", "H", "H", "O", "C", "O", "H", "C", "H", "H", "C", "P", "H", "C", "H", "C", "C", "H", "C", "O", "H", "O", "H", "F", "O"], "coordinates": [[-0.11728, 6.36385, -2.13859], [-1.56454, 1.26266, -2.33062], [0.26287, -7.84783, 4.84713], [3.43996, 5.15987, -2.68667], [4.30306, -4.23119, 1.83688], [1.93451, -7.26953, 4.67616], [0.87271, -7.30725, 3.27552], [-2.86419, -2.87808, 0.82388], [-2.26793, -1.80111, -1.99585], [1.15146, -2.02484, 1.17021], [-1.91384, 2.36159, -0.52696], [0.40833, -5.56100, 5.74647], [-2.76210, 4.01106, -3.80683], [-7.25178, -1.97092, 1.69466], [-6.64719, -1.86593, 0.03400], [3.07156, 6.45170, -4.49290], [-2.89755, -2.28848, -1.25095], [2.70987, -5.46506, 2.37211], [-2.87956, 0.24959, -1.15442], [-0.97702, 5.43041, -2.94565], [1.53586, -0.97635, 3.03538], [1.20741, 4.78288, -5.75876], [4.06387, -5.04231, 2.52484], [1.35180, -4.47514, 2.51100], [4.26666, 3.56374, -4.40510], [5.50098, -4.50423, 4.03073], [2.80423, -1.48393, 1.38766], [2.37544, -0.81150, 3.71477], [-6.35253, 0.33569, 1.16990], [5.57723, 5.13170, -5.28664], [-1.51106, 3.98230, -4.92573], [-5.48401, -0.45230, 2.48741], [3.10814, 7.57412, -4.40792], [0.72782, -1.40093, 3.63459], [-5.67010, -2.65675, 1.26307], [-4.18643, -1.67804, -1.18664], [0.44624, -5.70232, 4.66463], [-0.59242, 4.80733, -4.28124], [-1.95732, -1.41067, 0.49793], [0.90377, -7.11559, 4.35215], [4.05525, 5.73954, -3.43733], [0.77349, 5.16259, -4.79512], [-0.41112, 6.80575, -1.16029], [3.89705, -3.82414, 4.31387], [-0.55982, -5.52467, 4.27263], [-3.15621, 1.98827, -2.27204], [-2.24982, 5.00314, -2.57927], [4.17701, -5.52987, 4.62332], [1.60523, 6.06151, -4.02424], [-6.35584, -1.82602, 1.08773], [1.87632, 7.36672, -2.13810], [-2.70356, 2.54577, 0.20443], [1.35074, -4.73174, 4.14635], [-2.40417, 1.48874, -1.66581], [-4.88551, 1.41417, -0.80703], [4.67790, -5.88989, 2.20487], [1.94309, -1.90866, 1.91147], [4.59080, 6.52963, -2.85063], [-1.10130, 1.86411, 0.00857], [-5.69202, -0.50112, 1.41681], [-4.48400, -0.04643, -0.88453], [-1.29069, -2.96851, 0.00702], [4.42996, -4.70481, 3.95434], [1.20971, -0.01133, 2.64157], [-2.21338, -2.39122, 0.09520], [1.18313, 6.68509, -2.68632], [-3.06669, -3.30223, -1.62756], [5.01413, 4.70887, -4.10925], [-4.44713, -0.35654, 0.74081], [3.26329, 6.12297, -5.54498], [0.06778, -3.67313, 2.42763], [-1.55172, 3.32039, -0.89876], [5.97541, 4.29843, -3.18764], [2.35573, -3.16255, 2.44266]], "spin_multiplicity": 1, "fmax_ev_per_a": 8.87, "gap_ev": 7.7}

---

# 4
{"formula": "C22H39N2O2P3Ru", "method": "wB97M-V/def2-TZVPD", "elements": ["C", "H", "H", "H", "O", "N", "H", "H", "C", "H", "H", "H", "C", "H", "H", "C", "C", "H", "H", "C", "H", "C", "P", "C", "C", "H", "C", "C", "Ru", "P", "H", "N", "C", "H", "C", "H", "H", "H", "O", "H", "C", "C", "C", "H", "H", "C", "H", "C", "H", "C", "H", "H", "H", "H", "H", "H", "H", "H", "C", "H", "C", "H", "H", "H", "H", "H", "P", "H", "C"], "coordinates": [[0.42295, -1.74624, 4.38257], [3.72922, 0.59280, 2.46324], [-0.68426, -3.12293, -0.72746], [1.07673, -2.58037, -3.05694], [-1.40146, 0.19388, 0.87997], [0.59581, -1.69632, 1.98961], [-1.74874, 2.94403, 1.63518], [2.55167, -2.50102, -0.06842], [-3.92680, -1.96825, -0.82277], [-3.41024, 2.98204, -0.57433], [0.04475, -0.03695, 3.12766], [4.51172, 1.74749, -0.30989], [1.48284, -0.46326, -3.28417], [0.20810, -1.21330, 5.30535], [1.12889, -3.44998, 1.02322], [0.80716, -3.10875, 4.39926], [0.33520, -1.08875, 3.15753], [-4.28061, -0.93146, -0.72435], [-0.01946, 3.36953, 1.53394], [0.94291, -2.98590, 1.99494], [-0.91319, 1.95583, -3.50100], [1.65364, 0.29384, 0.01006], [-0.97936, 3.02850, -0.63524], [-1.56657, -3.56945, -0.25099], [-2.65508, 3.34138, -1.28397], [2.56016, -0.58043, -3.22881], [0.64398, -1.59266, -3.18875], [3.40674, -1.95400, -0.48151], [0.08828, -0.19553, -1.93277], [-2.59797, -2.23335, 0.34947], [-2.75490, 2.74841, -2.20461], [0.92382, -3.78872, 5.56629], [0.91719, 0.81531, -3.42038], [-0.13278, 5.27837, -1.25334], [-0.75698, -1.43686, -3.18891], [-2.22061, -2.80454, 2.66491], [-1.26912, 4.62673, 1.20729], [3.91085, 0.86351, -1.74713], [1.14200, 1.02527, 0.81830], [-2.09645, -4.18248, -0.99458], [-1.01326, 3.56633, 1.10376], [-0.48157, 0.96360, -3.43666], [-1.32278, -0.15634, -3.30778], [0.74177, -3.34551, 6.45380], [3.36096, -1.16459, 2.52545], [-1.46072, -0.67983, 0.06358], [-3.36781, -1.43429, 2.47188], [4.42543, 0.75733, -0.78026], [-1.40013, -2.30217, -3.06257], [3.93830, -0.38632, 1.99710], [5.01421, -0.61060, 2.11062], [-0.01936, 4.10606, -2.59186], [-1.23012, -4.22777, 0.56061], [1.55558, 1.69534, -3.47051], [3.28192, -1.86888, -1.56832], [5.44012, 0.37179, -0.96286], [4.31695, -2.53565, -0.27816], [-2.85780, 4.39055, -1.51948], [-3.06982, -2.41965, 2.07076], [-2.40289, -0.02916, -3.27501], [0.07587, 4.23566, -1.50654], [1.37381, -4.78125, 3.11050], [1.11864, 4.01769, -1.23766], [-3.56223, -2.12801, -1.84830], [-3.91894, -3.11732, 2.18192], [1.21045, -4.75836, 5.58315], [3.46878, -0.33432, 0.26835], [-4.78092, -2.63925, -0.65239], [1.07041, -3.73641, 3.16079]], "de_lowest_kcal_mol": 25.39, "spin_multiplicity": 5, "charge": 4, "fmax_ev_per_a": 15.44, "gap_ev": [6.2, 3.3]}

---

# 5
{"formula": "C8H4Cl2N2O2", "method": "wB97M-V/def2-TZVPD", "elements": ["C", "C", "C", "N", "Cl", "H", "O", "C", "C", "N", "C", "Cl", "H", "H", "C", "H", "O", "C"], "coordinates": [[-1.13875, 0.45893, -0.80189], [0.50140, -1.45121, -0.75587], [1.30886, -0.88047, 0.15113], [2.23160, 0.95559, 3.02184], [-1.36079, -1.45995, -2.69351], [0.84803, -2.28796, -1.34491], [-2.44663, 0.77425, -0.73599], [-0.28011, 0.89088, 0.71501], [-0.90569, -1.02353, -1.00880], [-1.34959, 2.88535, 1.85653], [0.85101, 0.22127, 0.99180], [-0.25594, 1.43332, -2.02760], [2.82879, -1.98453, -0.22096], [-1.61120, -1.57103, -0.37128], [-0.83291, 1.98174, 1.36916], [-2.58643, 1.72895, -0.65171], [2.57573, -1.28081, 0.39036], [1.62263, 0.60921, 2.11669]], "de_lowest_kcal_mol": 0.00, "smiles": "N#CC1=C(C#N)[C@@](O)(Cl)[C@@H](Cl)C=C1O", "spin_multiplicity": 1, "fmax_ev_per_a": 4.13, "gap_ev": [8.2, 8.2]}

---

# 6
{"formula": "C26H33BF9IN2O8P", "method": "wB97M-V/def2-TZVPD", "elements": ["C", "H", "C", "H", "B", "H", "H", "C", "H", "N", "F", "O", "H", "H", "H", "O", "C", "I", "H", "C", "H", "C", "H", "O", "H", "H", "C", "F", "P", "N", "C", "H", "H", "H", "C", "F", "F", "C", "C", "F", "H", "H", "F", "H", "C", "C", "O", "H", "O", "C", "F", "F", "H", "O", "H", "C", "C", "H", "H", "H", "C", "H", "H", "C", "H", "H", "H", "H", "C", "O", "C", "H", "C", "O", "C", "C", "C", "H", "C", "C", "F"], "coordinates": [[0.46767, 2.83402, -0.88406], [1.64805, -0.45225, 5.63374], [-4.71761, -2.42555, -3.92860], [1.80335, -3.31282, 4.02973], [0.78253, -1.41103, 2.30476], [3.11120, 0.68966, 5.38963], [-1.97381, 0.57292, -3.31526], [0.20153, 1.37306, -0.66275], [1.77992, 3.32799, -3.20560], [1.23484, 3.57472, 0.01062], [-3.83975, -3.31204, -4.44459], [1.12192, 2.64010, 4.44146], [0.74362, -4.11732, 1.54044], [-0.12865, 5.16074, -5.58674], [3.12008, 1.76422, 3.14461], [-0.46900, -0.14903, -5.53151], [0.70908, 0.77160, 0.62542], [1.72636, 5.57294, -0.35731], [2.58767, -1.64509, 4.26994], [-0.15205, 5.51444, -4.51152], [2.74403, 0.14024, 2.76294], [-3.10208, -2.23195, -1.76990], [1.20203, -3.56027, -0.14380], [1.11478, -1.14797, -3.69430], [0.25970, 0.83733, 3.94836], [-0.93650, 1.96579, -3.48086], [2.54054, 4.01243, 2.14066], [-0.81904, -3.02301, -2.39913], [0.32845, 0.17098, -4.31857], [1.55293, 1.39101, 6.61510], [-0.93148, 0.93788, -3.09400], [2.25457, 1.27736, -4.19136], [2.83204, 3.60261, 3.13154], [-1.15508, 3.30025, -2.19211], [1.98568, 0.59337, 5.42000], [-5.38336, -1.66783, -1.79857], [-4.13482, -0.27091, -2.89870], [1.53700, 1.61477, 1.54662], [0.76961, 3.78347, -3.35785], [-3.33432, -3.60186, -1.72664], [0.26089, 3.34086, -4.26286], [-1.24012, -3.31932, 2.59917], [-1.80764, -1.58837, -3.58872], [-1.15676, -5.53438, 0.01409], [-0.52952, 0.51219, -1.67667], [-0.43800, -1.47772, 0.00828], [1.49100, 1.25990, -4.80339], [-1.49201, -3.44682, -0.32785], [-1.07905, 6.15802, -4.13475], [-1.82980, -3.01842, 1.68315], [-3.35890, -1.79354, -0.47107], [-4.97028, -1.48797, -4.91481], [3.48654, 4.40028, 1.66748], [-0.00344, -1.44100, 3.46174], [1.56042, 0.75674, 7.41436], [0.37273, -3.97221, 0.48509], [1.76282, 3.02537, 1.21979], [-0.36969, 4.74643, -1.78470], [0.20865, -5.44378, -1.21681], [0.17627, 2.83919, 4.51170], [2.22401, 1.14330, 2.84546], [2.16813, 2.18768, 6.76237], [1.83802, 4.85368, 2.41965], [1.28809, 1.22876, 4.13705], [0.46852, -6.18823, 0.45346], [-0.86515, -1.05275, 3.21306], [-2.61714, -3.79922, 1.55791], [-2.29819, -2.01667, 1.90568], [0.36846, -0.63772, 0.93171], [0.95929, 5.19662, -3.68937], [-1.62472, -1.87298, -2.24255], [2.02196, -0.86737, -3.45985], [-4.26723, -1.62838, -2.64239], [2.01325, -2.07484, 2.27682], [2.45521, -2.52201, 3.57810], [-0.05087, -5.38195, -0.12318], [-0.83033, -2.93572, 0.42820], [3.48547, -2.95522, 3.44103], [-0.85439, -0.88678, -1.33122], [-0.09808, 3.68127, -2.05129], [-5.91004, -3.08192, -3.75572]], "smiles": "CC[C@@H](C)c1c(C(F)(F)C(F)(F)C(F)(F)C(F)(F)F)c(CP(=O)(O)O)c2c(CCOC=O)[n+](I)c(C)c(C[C@H](O)CN)c2c1B(O)OC", "spin_multiplicity": 1, "charge": 1, "fmax_ev_per_a": 3.87, "gap_ev": 7.1}